Entry from OMol25: 2 unconnected molecules or ions with the total composition C7H14N2O2S2 in a non-equilibrium geometry (the ωB97M-V functional and the def2-TZVPD basis).

CARTESIAN COORDINATES (ANGSTROEM)
C 0.797 -1.774 0.570
C 3.994 0.814 0.553
C -1.496 -1.904 -0.186
C -1.538 -0.494 0.491
C 3.130 1.734 1.339
C -2.576 0.913 -1.289
C -1.366 0.750 -0.313
N -0.125 -2.150 -0.420
N 2.013 -2.180 0.523
O 1.940 0.505 -1.056
O 3.818 -0.958 -1.501
S 0.022 -0.625 1.593
S 3.099 -0.167 -0.587
H 4.847 0.187 0.840
H -2.074 -2.541 0.432
H -1.953 -1.859 -1.106
H -2.346 -0.289 1.071
H 3.564 2.647 1.540
H 3.116 1.335 2.430
H 2.216 2.020 0.973
H -2.888 0.023 -1.664
H -2.262 1.672 -1.991
H -3.345 1.182 -0.617
H -1.138 1.700 0.206
H -0.425 0.787 -1.021
H 0.061 -2.742 -1.181
H 2.296 -2.895 -0.116

Results
Energy relative to the best compared isomer or geometry (same formula, charge and spin) ... 4.618 eV
Structure (SMILES) ... [H]/N=C1\NC[C@H](CC)S1.CC=S(=O)=O